Molecular formula: C5H4N
Method: DFT, the ωB97M-V functional and the def2-TZVPD basis

Element x y z (Å)
C -1.249 -0.472 0.173
C 2.959 2.137 -0.337
C -2.585 -0.622 0.108
C 1.364 0.101 -0.011
C 0.060 -0.346 0.247
N 2.048 1.441 -0.298
H -3.235 0.180 -0.378
H -3.157 -1.394 0.686
H 2.145 -0.399 0.695
H 1.648 -0.626 -0.885

Values from the calculation:
largest force on an atom: 7.1 eV/A
total charge: +1
E: -247.1559 Ha
energy above the lowest of the compared OMol25 structures with the same formula, charge and spin: 278.4 kJ/mol
E_HOMO: -0.5560 hartree

Atom charges from the Mulliken analysis, given in e for atoms 1 to 5:
1. C 0.26
2. C 0.02
3. C -0.56
4. C -0.47
5. C 0.54